(1)
Density functional theory data (ωB97M-V with the def2-TZVPD basis set) for the molecule C7H8O at a distorted geometry.

Results
Orbital gap (alpha / beta)   0.3129 / 0.3138 Ha
2S+1   1
Relative energy (zero: lowest compared OMol25 entry of this formula, charge and spin)   167.3 kcal/mol
E_LUMO (alpha / beta)   0.3 / 0.2 eV

Element x y z (Å)
C: -0.5895 1.8128 -0.4520
C: -0.8544 0.8155 0.3229
C: -1.3845 -0.5639 -0.0888
C: 0.2492 0.4489 1.3171
C: -0.0466 -1.3315 -0.2745
C: 1.6249 0.5936 -0.7002
C: 0.9650 -0.3000 0.2153
O: 2.3670 -0.3050 0.0607
H: -0.9361 2.4885 -1.1899
H: -1.9825 -0.9939 0.7125
H: -1.9745 -0.5187 -0.9993
H: 0.8042 1.3058 1.6858
H: -0.0934 -0.1791 2.1365
H: -0.0145 -2.2326 0.3375
H: 0.1336 -1.6045 -1.3132
H: 1.7320 0.5641 -1.7703

---

(2)
Density functional theory data (ωB97M-V with the def2-TZVPD basis set) for a structure of composition CH4IOPS.

Results
Orbital gap (alpha / beta)   0.2843 / 0.2681 Ha
2S+1   1
Relative energy (zero: lowest compared OMol25 entry of this formula, charge and spin)   103.9 kcal/mol
E_LUMO (alpha / beta)   -1.0 / -0.3 eV

Element x y z (Å)
C: 2.0856 0.1113 0.1476
O: -2.4298 -0.0433 1.3740
P: -0.8303 -1.2525 -0.7233
S: -2.0886 0.3108 -0.2119
I: -0.6636 -0.3056 -2.9476
H: 2.5456 -0.1574 -0.7789
H: 2.1931 -0.5350 0.9928
H: 1.6812 1.0921 0.2754
H: -2.4931 0.7796 1.8719

---

(3)
Density functional theory data (ωB97M-V with the def2-TZVPD basis set) for a structure of composition C25H42F5N5OPS2Zn.

Results
Orbital gap   0.2163 Ha
Total charge   -1
2S+1   1
Relative energy (zero: lowest compared OMol25 entry of this formula, charge and spin)   0.0 kcal/mol
E_LUMO   2.5 eV

Element x y z (Å)
Zn: -0.4043 0.5742 2.4198
C: -4.8011 -0.5521 2.7057
C: -3.4484 0.1218 2.5355
S: -2.0879 -0.9234 2.9770
C: -3.3540 1.3931 2.1072
C: -4.5714 2.2204 1.7719
S: -1.8459 2.2916 1.8729
H: -4.6645 -1.5632 3.0847
H: -5.3468 -0.6223 1.7592
H: -5.4396 -0.0154 3.4131
H: -5.5002 1.6549 1.8370
H: -4.4871 2.6240 0.7587
H: -4.6474 3.0780 2.4486
N: -1.0530 5.5200 1.5722
N: 0.1817 4.9055 1.4046
N: 1.1613 5.0375 2.2508
C: 2.0564 4.2057 1.7308
N: 1.6204 3.6159 0.6026
N: 0.4088 4.0898 0.4180
H: -1.4191 5.1453 2.4454
H: -1.6274 5.1024 0.8437
H: 2.9901 3.9720 2.2097
O: 0.0859 -0.1422 0.5169
P: 0.7576 -0.7285 -0.6808
C: 1.1509 0.6014 -1.8691
C: 0.1276 1.7478 -1.7833
C: 0.6557 2.8994 -2.6313
C: 0.7401 2.5261 -4.1256
C: 0.6509 1.0136 -4.3535
C: 1.4457 0.1895 -3.3375
C: 2.3492 -1.4853 -0.2281
C: 3.1000 -2.1871 -1.3872
C: 3.0375 -3.7055 -1.2393
C: 3.7373 -4.1618 0.0493
C: 3.5361 -3.1504 1.1924
C: 2.2241 -2.3964 1.0064
C: -0.3342 -1.9904 -1.4389
C: -0.8855 -2.9126 -0.3127
C: -2.3387 -3.3054 -0.5643
C: -3.2519 -2.0738 -0.5481
C: -2.5911 -0.8641 -1.2347
C: -1.4995 -1.3253 -2.2025
H: 2.0657 1.0170 -1.4286
H: 0.0045 2.0523 -0.7480
H: -0.8587 1.4332 -2.1333
H: 1.6467 3.1552 -2.2470
H: 0.0393 3.7876 -2.4873
H: 1.6646 2.9161 -4.5607
H: -0.0776 2.9989 -4.6756
H: 0.9906 0.7634 -5.3620
H: -0.3987 0.7133 -4.3096
H: 2.5141 0.3083 -3.5375
H: 1.2212 -0.8665 -3.5104
H: 2.9250 -0.6099 0.0959
H: 4.1488 -1.8757 -1.3771
H: 2.7104 -1.8871 -2.3603
H: 3.4880 -4.1901 -2.1085
H: 1.9891 -4.0183 -1.2221
H: 4.8048 -4.3020 -0.1417
H: 3.3436 -5.1377 0.3449
H: 4.3565 -2.4263 1.2086
H: 3.5549 -3.6570 2.1583
H: 1.9795 -1.7966 1.8796
H: 1.4153 -3.1189 0.8866
H: 0.2638 -2.5786 -2.1433
H: -0.8517 -2.3982 0.6515
H: -0.2642 -3.8076 -0.2311
H: -2.6552 -4.0105 0.2071
H: -2.4233 -3.8312 -1.5220
H: -3.4813 -1.8114 0.4856
H: -4.1968 -2.3226 -1.0412
H: -2.1488 -0.2126 -0.4777
H: -3.3379 -0.2678 -1.7635
H: -1.1380 -0.4966 -2.8092
H: -1.9145 -2.0538 -2.9066
F: 2.4827 0.9748 2.5091
C: 1.4377 0.6233 3.3646
F: 1.8218 -0.6183 3.8784
C: 1.5841 1.5536 4.5646
F: 1.3334 2.8283 4.2265
F: 0.7214 1.2094 5.5317
F: 2.8210 1.5356 5.1140

---

(4)
Density functional theory data (ωB97M-V with the def2-TZVPD basis set) for a cluster of 2 separate species, C31H25O5S3 in total at a distorted geometry.

Results
Orbital gap   0.2247 Ha
Total charge   -1
2S+1   1
E_LUMO   2.7 eV

Element x y z (Å)
C: -6.5567 2.0341 -0.3675
O: -5.9291 1.7372 0.8992
C: -4.6090 1.4141 0.8885
C: -3.9894 1.1906 2.1435
C: -2.6415 0.9067 2.2143
C: -1.8339 0.8764 1.0478
C: -0.3905 0.6159 1.1004
C: 0.5740 1.5730 0.9989
S: 2.2781 1.2271 1.4090
C: 2.6112 -0.4551 0.8775
C: 2.3685 -1.5493 1.7147
C: 2.5464 -2.8448 1.2263
C: 2.9933 -3.0462 -0.0829
C: 3.3128 -1.9477 -0.8808
C: 3.1485 -0.6549 -0.3949
O: 3.0983 2.0415 0.5330
O: 2.4212 1.3064 2.8455
S: 0.1548 3.1366 0.1726
C: 1.4604 4.3136 0.5374
C: 2.2269 4.8156 -0.5108
C: 3.2251 5.7493 -0.2347
C: 3.4324 6.1852 1.0780
C: 2.6346 5.6911 2.1171
C: 1.6257 4.7667 1.8444
O: 0.2503 2.8794 -1.2527
O: -1.0498 3.6657 0.7656
C: -2.4754 1.0485 -0.1826
C: -3.8271 1.3279 -0.2868
H: -7.5822 2.2845 -0.0985
H: -6.0740 2.8880 -0.8633
H: -6.5423 1.1609 -1.0354
H: -4.6056 1.2648 3.0384
H: -2.1584 0.7415 3.1804
H: -0.0613 -0.3555 1.4669
H: 2.0408 -1.3707 2.7383
H: 2.3358 -3.6994 1.8714
H: 3.0957 -4.0570 -0.4830
H: 3.6673 -2.0804 -1.9031
H: 3.3963 0.2021 -1.0167
H: 2.0498 4.4535 -1.5216
H: 3.8369 6.1218 -1.0573
H: 4.2179 6.9117 1.2929
H: 2.7886 6.0201 3.1455
H: 0.9817 4.3760 2.6306
H: -1.8952 0.9467 -1.1031
H: -4.2725 1.4949 -1.2701
C: -1.1126 -6.1449 -0.3118
C: -1.4469 -4.8085 -0.4226
C: -0.7005 -3.9448 -1.2639
C: 0.2514 -4.5260 -2.1827
C: 0.5494 -5.8969 -2.0648
C: -0.0756 -6.6834 -1.1045
C: 0.9091 -3.6611 -3.1084
C: 0.8299 -2.2985 -2.9791
C: 0.0592 -1.7072 -1.9191
S: 0.2328 -0.0849 -1.5272
C: -0.7999 -2.5477 -1.1818
H: -1.6435 -6.7877 0.3908
H: -2.2662 -4.3756 0.1527
H: 1.3075 -6.3171 -2.7275
H: 0.2202 -7.7232 -0.9729
H: 1.5115 -4.0979 -3.9064
H: 1.3887 -1.6206 -3.6198
H: -1.4937 -2.0823 -0.4832

---

(5)
Density functional theory data (ωB97M-V with the def2-TZVPD basis set) for the molecule H2O2P2 at a distorted geometry.

Results
Orbital gap   0.3142 Ha
2S+1   1
Structure (SMILES)   O=POP
E_LUMO   -0.9 eV

Element x y z (Å)
O: 2.0693 0.9269 -1.5414
P: 1.5091 -0.2506 -0.9224
O: 0.4045 0.4179 0.3186
P: -0.8909 -0.1148 1.1532
H: -1.1224 -1.3831 0.7283
H: -1.9695 0.4038 0.2639

---

(6)
Density functional theory data (ωB97M-V with the def2-TZVPD basis set) for a structure of composition C45H36F5LiN3O7P2Te at a distorted geometry.

Results
Orbital gap   0.2842 Ha
Total charge   -1
2S+1   1
Relative energy (zero: lowest compared OMol25 entry of this formula, charge and spin)   0.0 kcal/mol
E_LUMO   2.2 eV

Element x y z (Å)
Li: 0.0711 -0.4590 0.1129
O: -1.6418 0.1560 0.0650
P: -3.0863 0.3313 0.2912
C: -3.9223 -1.2505 0.7054
P: -2.9596 -2.6156 -0.1445
O: -1.6454 -2.4604 0.6121
C: -3.8647 -4.1282 0.3493
C: -4.9767 -4.0137 1.1856
C: -5.6268 -5.1376 1.6724
C: -5.1694 -6.4030 1.3405
C: -4.0667 -6.5284 0.5091
C: -3.4199 -5.4058 0.0146
C: -3.3803 -2.1484 -1.8552
C: -2.5312 -1.5042 -2.7448
C: -2.9774 -1.2213 -4.0274
C: -4.2557 -1.5766 -4.4289
C: -5.1053 -2.2159 -3.5386
C: -4.6672 -2.5021 -2.2561
C: -3.3987 1.4432 1.6909
C: -2.2805 1.8585 2.4101
C: -2.4393 2.7495 3.4630
C: -3.7011 3.2213 3.7938
C: -4.8150 2.8033 3.0757
C: -4.6650 1.9168 2.0220
C: -3.8644 1.1636 -1.1189
C: -2.9887 1.9949 -1.8202
C: -3.4654 2.7635 -2.8689
C: -4.8061 2.7004 -3.2257
C: -5.6720 1.8669 -2.5330
C: -5.2047 1.0998 -1.4758
H: -4.9788 -1.2277 0.4380
H: -3.8136 -1.3593 1.7859
H: -5.3518 -3.0439 1.4773
H: -6.4872 -5.0178 2.3191
H: -5.6656 -7.2823 1.7318
H: -3.6937 -7.5096 0.2452
H: -2.5567 -5.5357 -0.6195
H: -1.5290 -1.2374 -2.4494
H: -2.3063 -0.7244 -4.7166
H: -4.5890 -1.3663 -5.4379
H: -6.1038 -2.5025 -3.8454
H: -5.3229 -3.0168 -1.5611
H: -1.2985 1.4887 2.1256
H: -1.5706 3.0768 4.0199
H: -3.8203 3.9224 4.6108
H: -5.7982 3.1752 3.3367
H: -5.5329 1.6026 1.4516
H: -1.9383 2.0033 -1.5387
H: -2.7880 3.4076 -3.4154
H: -5.1775 3.2998 -4.0477
H: -6.7149 1.8124 -2.8206
H: -5.8866 0.4458 -0.9434
N: 7.3347 -1.4222 0.9929
C: 8.6503 -1.1017 0.7669
C: 9.8493 -1.6912 1.1451
C: 11.0125 -1.0754 0.7204
C: 10.9791 0.0940 -0.0494
C: 9.7843 0.6767 -0.4289
C: 8.6002 0.0649 -0.0250
N: 7.2875 0.4127 -0.2705
C: 6.5667 -0.4845 0.3424
C: 5.1047 -0.5718 0.3751
C: 4.3406 -0.2881 -0.7482
C: 2.9721 -0.5083 -0.6929
N: 2.3485 -0.9423 0.3998
C: 3.0719 -1.1417 1.4934
C: 4.4472 -0.9948 1.5275
H: 6.9773 -2.2294 1.4722
H: 9.8763 -2.5941 1.7427
H: 11.9701 -1.5046 0.9866
H: 11.9144 0.5479 -0.3521
H: 9.7562 1.5820 -1.0209
H: 4.8158 0.0749 -1.6491
H: 2.3422 -0.3438 -1.5571
H: 2.5266 -1.4510 2.3754
H: 4.9918 -1.1944 2.4424
O: 0.5445 1.5372 -0.9385
C: 0.8475 1.8062 0.2436
O: 0.6745 1.0540 1.2369
C: 1.4843 3.1618 0.5165
C: 2.3662 3.3090 1.5766
C: 2.9930 4.5286 1.8427
C: 2.6814 5.5770 1.0139
O: 3.1400 6.8783 1.0620
C: 2.5547 7.5378 -0.0496
O: 1.6592 6.6472 -0.6909
C: 1.7953 5.4353 -0.0408
C: 1.1877 4.2401 -0.3233
H: 2.5570 2.4431 2.1969
H: 3.6910 4.6488 2.6606
H: 3.3410 7.8411 -0.7526
H: 2.0110 8.4237 0.2944
H: 0.5131 4.1051 -1.1577
F: 2.0252 -3.6826 0.1239
Te: 0.2063 -3.1379 -0.2383
F: -1.5523 -3.7482 -1.2844
F: 0.7145 -4.3240 -1.6867
F: -0.2900 -4.7628 0.6142
F: 0.4965 -2.6399 1.6011
O: 0.2888 -1.7019 -1.2308

---

(7)
Density functional theory data (ωB97M-V with the def2-TZVPD basis set) for the ion C5H13N2 with charge +2 at a distorted geometry.

Results
Orbital gap (alpha / beta)   0.2496 / 0.2136 Ha
Total charge   +2
2S+1   2
Relative energy (zero: lowest compared OMol25 entry of this formula, charge and spin)   170.3 kcal/mol
E_LUMO (alpha / beta)   -11.8 / -12.3 eV

Element x y z (Å)
C: -1.4962 0.0503 -1.5031
C: -1.4709 1.1277 -0.4996
C: -0.9413 1.1234 0.9704
C: -0.3809 -0.2912 1.3954
N: 1.1049 -0.4301 1.0538
C: 1.3682 -0.8136 -0.3623
N: 2.8217 -0.9268 -0.4161
H: 1.0506 0.0380 -0.9515
H: -1.7570 0.4960 -2.4776
H: -2.3521 -0.6157 -1.4452
H: -2.5074 0.7288 -0.4716
H: -1.1939 2.1310 -0.8614
H: 0.0061 1.6563 1.0814
H: -1.8529 1.2256 1.6090
H: -0.8861 -1.0855 0.8494
H: -0.3632 -0.5432 2.4908
H: 1.5987 -1.0255 1.7449
H: 0.7992 -1.6917 -0.6256
H: 3.1332 -1.0989 -1.3790
H: 3.3192 -0.0549 -0.2019

---

The highest 2S+1 belongs to which entry? C5H13N2